Record 1
ORCA calculation (ωB97M-V/def2-TZVPD) on an isolated molecule of C5H9NS in a non-equilibrium geometry.

Values from the calculation:
- SMILES string: C1=NSCCCC1
- E_HOMO: -0.299 hartree
- LUMO energy: 1.0 eV
- Gap between HOMO and LUMO: 9.09 eV
- Electronic energy: -648.7835 Ha

Element x y z (Å)
C  -0.09322  -1.97617  0.23905
N  0.66769  -1.84576  -0.77806
S  1.63790  -0.67095  -1.27183
C  1.00028  1.04737  -0.91326
C  -0.41490  0.97569  -0.71770
C  -0.93647  0.51210  0.66015
C  -0.08359  -0.71587  1.17645
H  -0.82408  -2.85047  0.43857
H  1.50783  1.56840  -0.03087
H  1.14549  1.58684  -1.86558
H  -0.77956  2.01178  -0.96147
H  -0.73078  0.28933  -1.47956
H  -2.01178  0.35083  0.62124
H  -0.82254  1.31530  1.35096
H  1.04484  -0.49531  1.26428
H  -0.30710  -1.10309  2.26764

These are the Löwdin partial charges, in e, on atoms 1 to 4: -0.22, -0.42, 0.87, -0.48

***

Record 2
ORCA calculation (ωB97M-V/def2-TZVPD) on a cluster of 6 separate species, C23H39BrN7O10P in total in a non-equilibrium geometry.

Values from the calculation:
- SMILES string: O=NOc1ccc2c(c1)C(=O)N(P(O)Br)C2=O.CNC(C)=O.CNC(C)=O.CNC(C)=O.CNC(C)=O.CNC(C)=O
- E_HOMO: -0.332 hartree
- LUMO energy: -0.9 eV
- Gap between HOMO and LUMO: 8.13 eV
- Electronic energy: -4950.8774 Ha

Element x y z (Å)
O  0.32010  1.91989  -2.96477
N  -0.45706  2.02639  -2.11362
O  -1.09582  0.75300  -1.82874
C  -0.53848  0.30534  -0.62919
C  -1.19206  0.47571  0.56586
C  -0.60956  0.05337  1.75049
C  0.61354  -0.54426  1.64433
C  1.28038  -0.73752  0.43288
C  0.69702  -0.31038  -0.72550
C  2.61280  -1.43284  0.65879
O  3.31652  -1.93211  -0.17518
N  2.82533  -1.30637  2.07098
P  3.64174  0.22933  2.40968
O  5.10547  0.04970  1.70346
Br  4.07118  0.25899  4.64027
C  1.50715  -1.15703  2.69484
O  1.28967  -1.52955  3.81408
H  -2.17056  0.94468  0.58408
H  -1.07809  0.17297  2.72418
H  1.20262  -0.44472  -1.67663
H  5.73243  0.67293  2.09368
C  -2.41678  1.86853  -7.36591
N  -3.40893  2.60316  -6.59642
C  -3.20048  3.41849  -5.53207
C  -1.77343  3.60396  -5.07304
O  -4.13765  3.97253  -4.97824
H  -2.46904  2.18753  -8.40735
H  -2.64528  0.80291  -7.31210
H  -1.41462  2.03504  -6.99570
H  -4.37879  2.52018  -6.85607
H  -1.75323  4.27567  -4.21923
H  -1.34853  2.64742  -4.77158
H  -1.17653  4.04342  -5.87337
C  2.00172  -6.43038  -3.38909
N  1.01628  -5.66035  -2.65446
C  1.21096  -4.86346  -1.56837
C  2.61449  -4.73923  -1.03178
O  0.26920  -4.27608  -1.05918
H  2.01148  -6.09937  -4.42947
H  1.72494  -7.48586  -3.36038
H  2.99500  -6.31233  -2.96966
H  0.05636  -5.69682  -2.95895
H  2.60766  -4.07913  -0.17697
H  2.98700  -5.71495  -0.71456
H  3.27387  -4.31710  -1.79070
C  -1.68459  -2.66102  6.43684
N  -1.20804  -1.54520  5.64177
C  -1.67087  -0.27426  5.62688
C  -2.82200  0.06587  6.54151
O  -1.16333  0.56461  4.88889
H  -0.86643  -3.03090  7.05703
H  -2.00773  -3.46154  5.76939
H  -2.51356  -2.37499  7.07570
H  -0.43453  -1.70319  5.00905
H  -3.07879  1.11452  6.41713
H  -3.69619  -0.53666  6.29346
H  -2.53534  -0.10286  7.58106
C  -0.44134  3.51546  7.78484
N  -1.77661  3.25741  8.29407
C  -2.75668  4.15380  8.58338
C  -2.45439  5.61590  8.36069
O  -3.83575  3.77177  9.00666
H  -0.31736  2.99714  6.83180
H  0.29217  3.12542  8.49305
H  -0.26630  4.57598  7.63932
H  -2.04524  2.30202  8.46538
H  -3.32611  6.20272  8.63401
H  -1.61475  5.92848  8.98296
H  -2.22564  5.79985  7.31015
C  2.73730  -1.69346  -7.82193
N  1.62684  -0.86740  -8.25779
C  1.23415  0.33807  -7.76954
C  2.03003  0.92401  -6.62830
O  0.26885  0.91278  -8.24865
H  3.41903  -1.84678  -8.66022
H  2.35540  -2.66361  -7.49898
H  3.27989  -1.23482  -7.00238
H  1.05297  -1.19926  -9.01683
H  1.59890  1.88118  -6.34954
H  1.99513  0.26148  -5.76225
H  3.06559  1.08394  -6.93111

These are the Löwdin partial charges, in e, on atoms 1 to 4: 0.09, 0.04, -0.06, -0.27

***

Record 3
ORCA calculation (ωB97M-V/def2-TZVPD) on a structure of composition C7H19IO2Si2.

Values from the calculation:
- E_HOMO: -0.342 hartree
- LUMO energy: 0.5 eV
- Gap between HOMO and LUMO: 9.83 eV
- Electronic energy: -1305.3872 Ha

Element x y z (Å)
C  -1.70706  1.14980  1.84495
C  -0.84104  -0.10231  1.74795
C  0.36771  -0.09260  2.68547
C  1.52283  0.85671  2.28804
O  1.31067  1.45424  1.01285
Si  2.41652  1.49078  -0.19904
O  1.57172  1.63795  -1.59302
Si  0.26615  0.83953  -2.19478
C  0.45223  -1.02723  -2.11246
I  2.12874  -1.56186  -3.34275
C  -0.83821  -1.72108  -2.56492
C  -1.87425  -1.76508  -1.43940
H  -2.56420  1.09336  1.17230
H  -1.13578  2.04251  1.59482
H  -2.09019  1.26809  2.86235
H  -1.44939  -0.97427  2.00404
H  -0.51387  -0.25169  0.71549
H  0.01628  0.17060  3.68710
H  0.76346  -1.10774  2.75981
H  1.64108  1.66076  3.01707
H  2.46289  0.29422  2.27172
H  3.16939  0.21526  -0.15263
H  3.32356  2.64879  -0.10070
H  0.09979  1.19795  -3.61587
H  -0.94424  1.21499  -1.42769
H  0.74104  -1.36937  -1.11759
H  -0.62664  -2.72938  -2.92223
H  -1.24987  -1.18501  -3.42752
H  -2.27937  -0.77700  -1.21898
H  -2.70797  -2.41224  -1.71290
H  -1.43199  -2.15868  -0.52145

These are the Löwdin partial charges, in e, on atoms 1 to 4: -0.10, -0.27, -0.17, -0.24

***

Record 4
ORCA calculation (ωB97M-V/def2-TZVPD) on an isolated molecule of C20H18N2O7 in a non-equilibrium geometry.

Values from the calculation:
- SMILES string: O=C(C1=C(O)C(=O)N(C[C@H]2CCCO2)[C@@H]1c1ccccc1[N+](=O)[O-])c1ccco1
- E_HOMO: -0.333 hartree
- LUMO energy: -0.6 eV
- Gap between HOMO and LUMO: 8.49 eV
- Electronic energy: -1409.0271 Ha

Element x y z (Å)
O  1.71676  -0.89137  3.63032
C  1.22115  -1.08970  2.53444
C  1.58384  -0.28047  1.36879
C  2.58867  0.62958  1.32828
O  3.48551  0.98451  2.23116
C  2.62288  1.26876  -0.01761
O  3.42763  2.11542  -0.36208
N  1.62801  0.71347  -0.73216
C  1.36245  1.03140  -2.11111
C  0.36975  2.18361  -2.28727
C  0.42698  2.82030  -3.68208
C  -0.98265  3.39782  -3.85214
C  -1.80630  2.66934  -2.76967
O  -0.96071  1.70893  -2.17239
C  0.88074  -0.27088  0.03017
C  -0.56977  0.14306  0.15638
C  -0.87979  1.21918  0.97916
C  -2.18372  1.64605  1.14846
C  -3.22247  0.98300  0.51415
C  -2.94147  -0.09669  -0.29607
C  -1.62499  -0.50403  -0.48882
N  -1.43030  -1.61868  -1.37479
O  -0.40669  -1.68292  -2.02295
O  -2.31968  -2.44191  -1.42876
C  0.23392  -2.16141  2.36850
C  -0.26334  -2.98723  3.35146
C  -1.16857  -3.86059  2.72003
C  -1.16165  -3.51499  1.40045
O  -0.32295  -2.49548  1.17707
H  4.07097  1.64854  1.82004
H  0.97139  0.14211  -2.60895
H  2.31522  1.32866  -2.55754
H  0.55665  2.94881  -1.51550
H  1.20677  3.57369  -3.75428
H  0.61476  2.04117  -4.42108
H  -1.37677  3.20717  -4.84776
H  -0.99310  4.47262  -3.67877
H  -2.15675  3.37748  -2.00533
H  -2.66918  2.13552  -3.17185
H  0.96667  -1.24281  -0.46699
H  -0.07783  1.72861  1.49221
H  -2.38992  2.49546  1.78184
H  -4.24236  1.30804  0.64828
H  -3.72793  -0.63235  -0.80624
H  0.00383  -2.95093  4.38718
H  -1.74388  -4.63896  3.17669
H  -1.69819  -3.90389  0.55602

These are the Löwdin partial charges, in e, on atoms 1 to 4: 0.12, -0.28, -0.01, -0.16

***

Record 5
ORCA calculation (ωB97M-V/def2-TZVPD) on the ion C8H9N2O2 with charge +1 in a non-equilibrium geometry.

Values from the calculation:
- Charge: +1
- 2S+1: 3
- E_HOMO (alpha / beta): -0.413 / -0.492 hartree
- LUMO energy (alpha / beta): -3.4 / -7.5 eV
- Gap between HOMO and LUMO (alpha / beta): 7.85 / 5.89 eV
- Electronic energy: -569.7922 Ha

Element x y z (Å)
C  0.03403  0.41094  3.64262
C  0.55271  0.10173  2.39077
C  -0.91142  1.36140  3.36127
C  -0.00204  0.90779  1.48440
C  1.56533  -0.58232  -1.13494
C  -0.18556  2.02822  -0.80969
C  0.35962  -1.11093  -2.09562
C  0.38778  1.12557  0.19850
N  1.26761  0.28090  -0.32385
N  -0.75755  -0.17674  -2.15297
O  0.47164  2.60976  -1.60499
O  -0.88567  1.70605  2.04362
H  0.08588  -0.24838  4.40773
H  1.25472  -0.71884  2.13454
H  -1.61031  1.87346  3.99318
H  2.59263  -0.99874  -1.17542
H  -1.24998  2.32743  -0.83319
H  0.99465  -1.37772  -3.02283
H  0.02913  -1.96329  -1.59448
H  -0.68577  0.47148  -2.94560
H  -1.74330  -0.52037  -2.06536

These are the Löwdin partial charges, in e, on atoms 1 to 4: 0.05, 0.04, 0.03, -0.25

***

Record 6
ORCA calculation (ωB97M-V/def2-TZVPD) on a structure of composition C20H44NO14S in a non-equilibrium geometry.

Values from the calculation:
- Charge: -1
- E_HOMO: -0.117 hartree
- LUMO energy: 2.1 eV
- Gap between HOMO and LUMO: 5.29 eV
- Electronic energy: -2294.2370 Ha

Element x y z (Å)
N  -0.31392  0.35011  -0.20938
H  0.50208  0.73011  0.11563
H  -0.21892  -0.64889  0.20562
H  -0.07392  0.23211  -1.26638
H  -1.19192  0.79111  0.20562
S  -0.09692  3.75311  -1.15338
O  -1.21192  2.91911  -1.01038
O  0.27308  4.09511  -2.46938
O  -0.27592  4.95911  -0.37038
O  0.97808  2.98611  -0.61938
O  -0.29992  0.94511  3.03762
C  -0.46892  2.11911  3.28962
O  0.16708  2.70911  4.30562
C  0.97008  1.94811  5.29263
C  1.96708  2.78611  5.92662
C  -1.33192  3.04811  2.37462
H  1.14308  1.15211  4.65462
H  0.21308  1.69911  6.11762
H  2.77508  3.07511  5.31163
H  2.55208  2.22411  6.80762
H  1.62008  3.68611  6.46762
H  -1.60492  3.91511  2.90962
H  -2.20692  2.51211  1.92762
H  -0.86492  3.54211  1.53462
O  -1.62392  -1.24489  -2.12438
C  -2.58292  -0.60389  -2.76138
O  -3.85792  -0.94589  -2.91538
C  -4.25092  -2.15689  -2.41938
C  -5.73992  -2.24989  -2.50438
C  -2.25192  0.63511  -3.48538
H  -3.82592  -2.45989  -1.39738
H  -3.72392  -3.17889  -2.89138
H  -6.24592  -1.82289  -3.55738
H  -5.93292  -1.47189  -1.91938
H  -6.19692  -3.26689  -2.18438
H  -3.11192  0.93711  -3.87538
H  -1.42792  0.47011  -4.36637
H  -2.01292  1.41611  -2.58938
O  1.98808  -1.51889  0.50962
C  2.51508  -2.35389  -0.20637
O  3.89408  -2.60389  -0.17938
C  4.82408  -1.84789  0.56162
C  6.12508  -2.09189  -0.00438
C  1.75208  -3.23789  -1.23638
H  4.81208  -2.16189  1.78663
H  4.60408  -0.69789  0.71862
H  6.95408  -1.23589  0.32062
H  6.05408  -1.76589  -1.03238
H  6.37108  -3.27689  0.11563
H  1.13508  -2.58389  -1.91238
H  1.15608  -3.98489  -0.76838
H  2.64308  -3.65289  -1.86838
O  -5.54392  0.30411  0.97263
C  -4.45592  0.71811  0.75062
O  -3.37292  0.13411  1.21562
C  -3.35092  -1.19489  1.68362
C  -3.49192  -0.99689  3.19562
C  -4.32792  1.96311  -0.08637
H  -2.37292  -1.68589  1.42062
H  -4.32492  -2.10589  1.35962
H  -4.55292  -0.57089  3.41762
H  -2.72792  -0.55189  3.66662
H  -3.38992  -2.09189  3.58762
H  -3.80792  1.70811  -0.90738
H  -3.69692  2.58711  0.45162
H  -5.22392  2.29911  -0.66338
O  1.36308  -0.78989  -1.92638
C  2.35708  0.04611  -1.91738
O  3.68608  -0.25789  -1.98038
C  4.05708  -1.65189  -2.14738
C  5.29408  -1.72089  -2.95838
C  2.12808  1.50011  -1.87838
H  3.46108  -2.23589  -2.43238
H  4.26108  -2.04389  -0.92938
H  6.17708  -1.67889  -2.27438
H  5.08008  -1.06589  -3.92538
H  5.42808  -2.73589  -3.27438
H  2.85408  2.00711  -2.51338
H  2.38908  1.75311  -0.93138
H  1.06308  1.78811  -2.17537

These are the Löwdin partial charges, in e, on atoms 1 to 4: 0.26, 0.04, 0.14, 0.11

***

Record 7
ORCA calculation (ωB97M-V/def2-TZVPD) on a cluster of 2 separate species, C3H5N3O in total in a non-equilibrium geometry.

Values from the calculation:
- E_HOMO: -0.321 hartree
- LUMO energy: 0.7 eV
- Gap between HOMO and LUMO: 9.48 eV
- Electronic energy: -356.6942 Ha

Element x y z (Å)
C  -1.47568  0.43966  0.49387
N  -0.26066  -0.30133  0.28511
C  1.77026  0.84202  -0.33759
C  0.13525  -2.12053  -1.15687
O  2.25757  0.19369  -1.18220
N  -0.26505  -1.34030  -0.36592
N  1.61401  1.75897  0.43305
H  1.42412  1.69148  1.40551
H  0.28828  -3.16865  -1.25990
H  -2.10475  0.50771  -0.40168
H  -2.08397  0.01119  1.29821
H  -1.29939  1.48611  0.78841

These are the Löwdin partial charges, in e, on atoms 1 to 4: -0.11, -0.08, -0.45, 0.13

***

Record 8
ORCA calculation (ωB97M-V/def2-TZVPD) on an isolated molecule of C6H9N.

Values from the calculation:
- E_HOMO: -0.284 hartree
- LUMO energy: 0.6 eV
- Gap between HOMO and LUMO: 8.27 eV
- Electronic energy: -288.6688 Ha

Element x y z (Å)
C  1.54539  -0.97303  -0.04191
C  0.30689  -0.10337  0.14335
C  0.45037  1.37422  0.40356
C  -0.45980  -0.51690  1.43492
C  -0.53680  1.93887  -0.42425
C  -1.09370  0.98161  -1.27778
N  -0.60436  -0.22315  -1.02365
H  2.23259  -0.79035  0.78780
H  2.07251  -0.76623  -0.97847
H  1.26902  -2.03693  -0.02656
H  0.25658  -0.86366  2.18247
H  -1.17926  -1.31100  1.22096
H  -0.98760  0.33656  1.86909
H  -0.85935  2.97505  -0.41629
H  -1.83542  1.11450  -2.06377
H  -0.80422  -1.05819  -1.55444

These are the Löwdin partial charges, in e, on atoms 1 to 4: -0.04, -0.59, 0.02, -0.04